(P)
CH3NO2S | ωB97M-V/def2-TZVPD

Positions of all 8 atoms, in Å:
C -1.7986 -0.1097 -0.3343
N 1.7704 0.3652 0.1263
O -2.8855 0.3003 -0.1559
O -0.8155 0.1365 0.6061
S 0.6567 -0.7659 0.4895
H -1.5063 -0.9613 -0.9770
H 2.3009 0.4427 0.8964
H 2.2777 0.5923 -0.6511

Values from the calculation:
HOMO energy = -9.6 eV
lowest unoccupied orbital energy = 0.018 Ha
gap between HOMO and LUMO = 10.095 eV

(Q)
CH3NO2S | ωB97M-V/def2-TZVPD

Positions of all 8 atoms, in Å:
C -0.0106 0.0137 -0.2136
N -3.5142 0.3028 1.4423
O -3.7810 0.7106 2.5139
O -2.2947 0.8953 0.9236
S -1.8163 0.3689 -0.5707
H 0.3360 0.0843 -1.1988
H 0.0058 -0.8147 0.4551
H 0.2889 0.8241 0.3331

Values from the calculation:
HOMO energy = -9.0 eV
lowest unoccupied orbital energy = -0.003 Ha
gap between HOMO and LUMO = 8.916 eV

Stability check: which of them is least stable? (Q).

(P)
C4H8O2 | ωB97M-V/def2-TZVPD

Positions of all 14 atoms, in Å:
O 1.0032 -0.9419 -1.5129
C 0.5923 0.2107 -0.8108
C -0.9336 0.0938 -0.4708
C -0.9394 -0.1331 1.0530
O 0.3740 -0.5332 1.3880
C 1.2154 0.2666 0.5824
H 0.1469 -1.3620 -1.5784
H 0.8281 1.0978 -1.4131
H -1.4368 -0.7504 -0.9789
H -1.4759 0.9868 -0.7851
H -1.6217 -0.9180 1.3911
H -1.1954 0.8048 1.5681
H 1.2112 1.3108 0.9372
H 2.2317 -0.1328 0.6302

Values from the calculation:
HOMO energy = -9.9 eV
lowest unoccupied orbital energy = 0.036 Ha
gap between HOMO and LUMO = 10.842 eV

(Q)
C4H8O2 | ωB97M-V/def2-TZVPD

Positions of all 14 atoms, in Å:
C -2.1209 -0.4733 -0.5696
C -0.6784 -0.0563 -0.7826
O -0.0981 0.3472 0.4436
C 1.2677 0.6460 0.3116
C 2.0503 -0.0052 1.4349
O 3.2331 0.1715 1.5927
H -2.7662 0.3688 -0.2981
H -2.1890 -1.2302 0.2173
H -2.5018 -0.9045 -1.5010
H -0.0948 -0.8987 -1.1847
H -0.6231 0.7605 -1.5192
H 1.4525 1.7296 0.3116
H 1.6838 0.2475 -0.6257
H 1.4530 -0.6776 2.0866

Values from the calculation:
HOMO energy = -9.9 eV
lowest unoccupied orbital energy = 0.036 Ha
gap between HOMO and LUMO = 10.834 eV

Stability check: which of them is least stable? (Q).

(P)
C4H8O2 | ωB97M-V/def2-TZVPD

Positions of all 14 atoms, in Å:
C -1.9622 0.3857 -0.3255
C -0.8934 -0.6331 0.1128
C 0.4118 0.1321 0.2296
O 0.3711 1.3331 0.4289
C 1.8154 -0.4581 0.0934
O 2.6992 0.5780 -0.2174
H -1.9478 1.2479 0.3485
H -2.9691 -0.0331 -0.3219
H -1.7387 0.7888 -1.3200
H -0.7790 -1.5130 -0.5394
H -1.1602 -1.0469 1.0955
H 2.0681 -0.9247 1.0624
H 1.8778 -1.2432 -0.6696
H 2.2070 1.3865 0.0226

Values from the calculation:
HOMO energy = -10.2 eV
lowest unoccupied orbital energy = 0.030 Ha
gap between HOMO and LUMO = 10.961 eV

(Q)
C4H8O2 | ωB97M-V/def2-TZVPD

Positions of all 14 atoms, in Å:
C 1.8120 0.3983 -0.1024
C 0.9040 -0.6653 0.4632
O 0.0254 -0.2275 1.4965
C -0.5481 -0.6905 0.2737
C -1.2797 0.2839 -0.6075
O -2.6526 0.3908 -0.2895
H 1.2995 1.3619 -0.1612
H 2.1770 0.1291 -1.0993
H 2.6731 0.5223 0.5619
H 1.3876 -1.6296 0.6455
H -1.0746 -1.6402 0.3883
H -1.2251 -0.1061 -1.6304
H -0.7813 1.2624 -0.5877
H -2.7171 0.6105 0.6489

Values from the calculation:
HOMO energy = -10.3 eV
lowest unoccupied orbital energy = 0.038 Ha
gap between HOMO and LUMO = 11.325 eV

(R)
C4H8O2 | ωB97M-V/def2-TZVPD

Positions of all 14 atoms, in Å:
C 0.8074 -0.3532 -1.5323
O 1.3617 -0.6075 -0.4002
C 1.2108 0.0928 0.7094
C 0.0020 0.9537 0.9018
C -0.8148 -0.2444 1.3226
O -1.3868 -1.0077 0.5625
H 0.3002 0.5891 -1.6722
H -1.6116 -0.3003 -1.9569
H 1.0048 -1.0383 -2.3416
H 1.8063 -0.2842 1.5235
H -0.3784 1.4658 0.0131
H 0.1547 1.6842 1.7017
H -0.7524 -0.4704 2.4026
H -1.7040 -0.4795 -1.2340

Values from the calculation:
HOMO energy (alpha / beta) = -7.5 / -7.5 eV
lowest unoccupied orbital energy (alpha / beta) = 0.021 / 0.004 Ha
gap between HOMO and LUMO (alpha / beta) = 8.084 / 7.605 eV

(S)
C4H8O2 | ωB97M-V/def2-TZVPD

Positions of all 14 atoms, in Å:
C -0.6632 -1.8844 -0.0627
C 1.2276 0.0282 -1.0028
C 0.3073 0.2963 -0.0788
O -0.5841 -0.5759 0.4650
C 0.1325 1.6519 0.5714
O -1.2181 1.9774 0.7976
H 0.0767 -2.5413 0.4087
H -0.5099 -1.8852 -1.1466
H -1.6692 -2.2468 0.1554
H 1.8450 0.8372 -1.3774
H 1.4109 -0.9624 -1.4038
H 0.7023 1.6706 1.5148
H 0.5486 2.4229 -0.0818
H -1.6065 1.2113 1.2411

Values from the calculation:
HOMO energy = -9.1 eV
lowest unoccupied orbital energy = 0.034 Ha
gap between HOMO and LUMO = 9.994 eV

Stability check: which of them is least stable? (R).

(P)
C4H9N2 | ωB97M-V/def2-TZVPD

Positions of all 15 atoms, in Å:
C -0.0156 -1.0048 1.3134
C -0.0338 -1.4599 0.0627
C 0.2775 0.3837 1.0009
C 0.2014 -0.1163 -0.4990
N -2.0713 1.0699 0.7118
N 1.4093 0.0562 -1.4103
H -0.2893 -1.4429 2.3008
H -0.2450 -2.5232 -0.3452
H 0.7156 1.2118 1.5135
H -0.6455 0.2564 -1.0964
H -1.9771 2.0803 0.7997
H -2.0257 0.5772 1.6224
H 1.4392 -0.7799 -1.9168
H 2.2717 0.1990 -0.8337
H 1.2007 0.9344 -1.7567

Values from the calculation:
HOMO energy (alpha / beta) = -14.0 / -12.7 eV
total charge = +1
lowest unoccupied orbital energy (alpha / beta) = -0.165 / -0.145 Ha
gap between HOMO and LUMO (alpha / beta) = 9.548 / 8.752 eV

(Q)
C4H9N2 | ωB97M-V/def2-TZVPD

Positions of all 15 atoms, in Å:
C -1.6436 -1.2922 -0.0697
C -0.6029 -0.8361 -0.9817
C -0.7168 0.3298 -0.0972
C 2.2246 1.8209 0.3044
N -1.2425 -0.4371 0.9126
N -2.6561 -2.0839 -0.1656
H 0.3440 -1.3254 -0.9429
H -0.8068 -0.6239 -2.0811
H 1.2152 1.4695 0.4417
H 2.3076 2.8230 -0.1889
H 2.8096 1.1093 -0.4115
H 2.9417 2.0211 1.2374
H -1.5328 -0.3838 1.8423
H -2.8655 -2.3113 -1.1332
H -3.4044 -2.0690 0.4873

Values from the calculation:
HOMO energy = -14.2 eV
total charge = +1
lowest unoccupied orbital energy = -0.165 Ha
gap between HOMO and LUMO = 9.693 eV

Stability check: which of them is least stable? (P).

(P)
C4H9N2 | ωB97M-V/def2-TZVPD

Positions of all 15 atoms, in Å:
C 2.0489 1.5496 0.3645
C -1.0083 1.2703 -0.3472
C -1.0527 0.5723 0.9440
C -0.3402 -1.3437 -0.7815
N 1.1065 0.1687 0.0497
N -0.1547 0.0433 -0.1817
H 3.0972 1.3919 0.1683
H 1.6388 2.5278 0.5708
H -1.7523 1.0407 -1.1145
H -0.5204 2.1016 -0.6180
H -0.5071 0.8313 1.8114
H -1.9951 0.1346 1.1302
H -1.2838 -1.7869 -0.4327
H -0.2614 -1.2254 -1.8945
H 0.4544 -1.8146 -0.4049

Values from the calculation:
HOMO energy (alpha / beta) = -14.7 / -14.4 eV
total charge = +1
lowest unoccupied orbital energy (alpha / beta) = -0.180 / -0.197 Ha
gap between HOMO and LUMO (alpha / beta) = 9.790 / 9.075 eV

(Q)
C4H9N2 | ωB97M-V/def2-TZVPD

Positions of all 15 atoms, in Å:
C 0.2556 1.4855 -0.7317
C 0.1689 -0.4924 1.8886
C 0.4147 -0.7350 0.4256
C -1.1492 -0.3952 -1.4778
N 1.5155 -0.4017 1.2186
N -0.2114 0.3014 -0.5529
H -0.0387 2.0816 -1.6083
H 1.0682 1.8814 -0.0445
H -0.3548 0.4867 2.2440
H 0.1863 -1.5013 2.4879
H 0.3394 -1.5900 -0.1516
H -1.9228 -0.8036 -0.8176
H -0.6296 -1.2668 -1.9440
H -1.5455 0.4756 -2.1269
H 1.9036 0.4739 1.1905

Values from the calculation:
HOMO energy = -14.6 eV
total charge = +1
lowest unoccupied orbital energy = -0.184 Ha
gap between HOMO and LUMO = 9.579 eV

Stability check: which of them is least stable? (P).

(P)
C4H9N2 | ωB97M-V/def2-TZVPD

Positions of all 15 atoms, in Å:
C 1.0583 -0.5127 0.3759
C -2.6540 0.9773 -0.0034
C 3.4520 -0.0985 -0.3559
C -1.6120 -0.0199 0.3639
N 2.1367 -0.5196 -0.0505
N -1.4019 -1.0143 -0.4051
H -2.9059 1.1107 -1.0723
H -2.5066 1.9508 0.4288
H -3.4592 0.5320 0.6260
H 3.7577 0.4123 0.4595
H 4.1080 -0.7641 -0.8043
H 3.2029 0.6690 -1.2010
H -1.1361 0.0677 1.2640
H -0.5849 -1.6278 -0.1793
H -1.9717 -1.2837 -1.1926

Values from the calculation:
HOMO energy = -15.5 eV
total charge = +1
lowest unoccupied orbital energy = -0.159 Ha
gap between HOMO and LUMO = 11.132 eV

(Q)
C4H9N2 | ωB97M-V/def2-TZVPD

Positions of all 15 atoms, in Å:
C 2.2275 -0.2120 -0.0030
C -0.9618 1.1921 -0.5556
C -1.1985 0.8993 0.8601
C -0.4672 -1.2795 -0.1762
N 1.3684 0.6228 0.2972
N -0.2830 0.0758 0.1335
H 3.2579 0.1737 0.2246
H 2.1498 -1.1038 -0.5118
H -1.5890 0.9718 -1.4577
H -0.3500 2.0388 -0.9015
H -0.6854 1.4656 1.5921
H -2.0472 0.2356 1.0418
H 0.2414 -1.8547 0.5362
H -1.3761 -1.7730 0.1690
H -0.2869 -1.4525 -1.2487

Values from the calculation:
HOMO energy = -15.8 eV
total charge = +1
lowest unoccupied orbital energy = -0.151 Ha
gap between HOMO and LUMO = 11.674 eV

(R)
C4H9N2 | ωB97M-V/def2-TZVPD

Positions of all 15 atoms, in Å:
C 1.4132 0.6028 -1.1912
C -0.5848 -0.4581 0.1830
C -1.8912 0.0901 0.0472
C -0.4260 -1.5036 1.2158
N 0.6824 0.0981 -0.3169
N 2.1347 1.6747 -0.9420
H 1.5555 0.1390 -2.2170
H -2.6371 -0.5252 -0.5775
H -1.7988 1.0054 -0.5100
H -2.3057 0.2511 1.0338
H 0.5595 -1.5337 1.7061
H -0.6217 -2.4679 0.9130
H -1.1880 -1.4006 1.9689
H 3.1297 1.6204 -1.1816
H 1.9785 2.4077 -0.1317

Values from the calculation:
HOMO energy = -14.9 eV
total charge = +1
lowest unoccupied orbital energy = -0.184 Ha
gap between HOMO and LUMO = 9.928 eV

Stability check: which of them is least stable? (Q).